(1)
The following is a quantum chemistry calculation of a cluster of 8 separate species, C28H78N6O8 in total in a non-equilibrium geometry, from the Open Molecules 2025 dataset.

```
! RIJCOSX wB97M-V def2-TZVPD def2/J DEFGRID3
* xyz 0 1
O 1.9421 0.7322 -4.6899
O 1.3117 0.4507 0.6013
O -0.1337 2.0937 6.7757
O -3.1539 -3.2027 -5.5305
O 2.1209 3.3849 4.8338
O 2.9923 -3.7298 -2.0026
O -6.1913 -1.8458 2.3669
O -0.7200 5.1086 -3.5411
N 2.0280 -0.3381 -1.8395
N -4.7452 -0.3446 5.4810
N -1.7369 -2.4564 -2.2739
N 0.3258 3.2432 -0.3657
N -0.1635 -5.4757 -1.2309
N 2.9284 3.6097 1.1903
C 4.3117 -4.1387 -2.4094
C -0.0607 3.3758 -1.7468
C 2.7725 5.5140 2.6423
C -0.7691 6.4862 -3.8492
C -0.9267 -1.6263 -4.3826
C -0.6096 4.8353 -2.1200
C -0.9891 2.2789 -2.1205
C 4.1219 0.6679 -1.4956
C 2.8795 3.9932 2.5650
C 1.2858 -4.4614 0.4170
C -3.8022 -0.2715 3.2693
C 2.0152 -4.8570 -1.9679
C 1.9364 3.1792 3.4569
C 3.1881 2.6372 5.4194
C -5.8606 -1.5871 3.7507
C 0.3563 -0.3070 2.4957
C 3.1311 0.5418 -3.9208
C -3.7779 -4.3590 -6.0577
C 2.0122 1.9428 -5.3717
C 2.8455 0.7123 -2.3574
C 0.7662 -0.2129 6.4585
C 0.8755 -4.4878 -1.0288
C 0.3955 -0.5390 0.9827
C -6.5248 -3.1924 2.0064
C -0.4854 0.7006 6.7595
C -3.0089 -3.2944 -4.0835
C -2.2621 -2.0923 -3.5205
C -5.0381 -0.2974 4.0106
H 4.1145 3.0049 4.9782
H 2.0349 -5.2376 0.5728
H -7.1028 -3.1642 1.0827
H 0.2703 2.4048 5.9623
H 1.0540 1.9875 -5.8893
H 0.6722 2.3026 -0.2416
H 1.8765 -3.5489 0.3367
H -1.5074 5.1561 -1.5916
H 0.5309 0.7556 2.6645
H -4.2506 0.4714 5.8120
H 0.5157 -3.5103 -1.3498
H -2.8611 -1.1858 -3.4337
H 4.5976 1.6455 -1.5746
H 0.5303 -4.5064 1.2014
H 3.1886 2.9211 6.4718
H 2.7850 2.0896 -6.1262
H -1.2324 -3.3299 -2.3258
H -3.9835 -3.2282 -3.5999
H 3.9320 1.1899 -4.2768
H -1.0209 -1.8298 -1.9349
H 1.5913 0.3776 -0.3142
H -1.6112 6.9556 -3.3406
H -0.9613 -5.2901 -0.6400
H -5.5834 -3.7162 1.8401
H 1.5781 -0.8888 -2.5567
H 3.1698 2.6319 1.1146
H 5.0084 -3.3174 -2.2420
H -5.7100 0.5249 3.7644
H 1.8018 5.9087 2.3421
H 1.1784 3.7475 -0.1685
H -3.0008 -4.7892 -6.6895
H -1.1217 -1.0922 -5.3126
H -4.1424 -5.0846 -5.3306
H 0.8732 3.1774 -2.2727
H -0.3985 -0.9506 -3.7100
H -5.3050 -2.4223 4.1772
H -7.1023 -3.8214 2.6839
H 3.6946 4.1023 0.7541
H 2.0394 2.7032 -4.5912
H 2.1722 2.1307 3.2748
H -1.8886 2.3134 -1.5058
H -0.3597 -2.4831 -4.7465
H 3.8741 3.6845 2.8866
H 4.0208 0.3262 -0.4655
H -3.9963 -0.4505 2.2117
H 2.8023 5.8289 3.6853
H 0.9147 3.3392 3.1124
H -3.0415 -0.9388 3.6746
H -4.5346 -4.0152 -6.7630
H 1.6772 -5.0816 -2.9796
H -0.9166 6.6359 -4.9187
H -0.5739 -0.5244 3.0206
H 3.6206 5.9343 2.1019
H -0.6029 1.2931 -1.8611
H 1.2752 0.2355 5.6054
H -1.3948 2.2995 -3.1320
H 0.2343 6.9047 -3.7707
H 0.1006 5.5214 -1.6584
H -1.2206 0.5389 5.9712
H -6.7505 -1.6192 4.3794
H 3.0602 1.5704 5.2356
H 1.5468 -0.2385 7.2188
H 3.4800 -0.4699 -4.1273
H 0.7646 -1.5122 0.6588
H 4.2758 -4.2838 -3.4891
H 4.7826 -0.0354 -2.0023
H 1.1782 -0.8129 3.0023
H 2.5633 -5.7446 -1.6520
H -0.5612 -0.4170 0.4747
H -2.4812 -4.2116 -3.8222
H 0.3096 -6.3202 -0.9425
H -5.6204 -0.4123 5.9805
H 0.4232 -1.2343 6.2929
H -1.0153 0.4610 7.6813
H 2.2700 1.6279 -2.2207
H 2.7196 -1.0297 -1.5876
H -3.4083 0.7448 3.2626
H 4.5758 -5.0702 -1.9087
*
```

Results
LUMO energy = 0.5 eV
Electronic energy = -2043.8029 Eh

(2)
The following is a quantum chemistry calculation of a structure of composition C7H13NO2, from the Open Molecules 2025 dataset.

```
! RIJCOSX wB97M-V def2-TZVPD def2/J DEFGRID3
* xyz 0 1
O 0.2768 -2.0503 0.5059
O 0.0145 -0.5034 2.2010
N -2.2103 -1.4221 -0.6609
C -1.7466 -0.6494 0.4503
C 1.5480 1.3570 0.6020
C -1.2831 0.6959 0.2647
C -0.1557 -0.9369 0.8595
C 0.6481 0.4702 -0.2265
C -0.5697 1.2401 -0.8676
C 1.3834 -0.3320 -1.2869
H 0.5723 -1.1822 2.6028
H -0.4606 2.3225 -0.8739
H -1.8801 -2.3763 -0.5296
H 1.9036 0.3461 -1.9727
H -1.8028 -1.1071 -1.5333
H 2.2796 0.7480 1.1354
H 0.7106 -0.9677 -1.8596
H 2.1066 -0.9918 -0.8092
H -0.8404 0.8594 -1.8483
H -1.2436 1.2811 1.1757
H 0.9989 1.9231 1.3556
H -2.3435 -0.7900 1.3478
H 2.0937 2.0658 -0.0322
*
```

Results
LUMO energy = 0.0 eV
Electronic energy = -479.6319 Eh

(3)
The following is a quantum chemistry calculation of a structure of composition C9H14N10PdSSe2 in a non-equilibrium geometry, from the Open Molecules 2025 dataset.

```
! RIJCOSX wB97M-V def2-TZVPD def2/J DEFGRID3
* xyz 0 1
Pd -0.3799 -0.2968 -0.2785
Se -0.6992 0.4886 -2.6214
Se -2.6593 -1.4496 -0.1296
S -1.3834 4.2023 -0.2033
N -0.8973 1.8068 0.5065
N 2.5529 -0.1144 -1.3872
N 0.0083 -0.9743 1.6844
N 1.7912 -0.3181 -0.3215
N 3.7431 0.1957 -0.9986
N -0.8629 -0.3374 3.5269
N -1.1067 -0.9334 2.4083
N 2.2195 -0.1224 2.0493
N 0.3915 0.0351 3.6009
N 3.8212 0.2330 0.3098
C -2.1834 2.0490 0.8743
C -2.7251 -1.6270 -2.1256
C 2.5965 -0.0723 0.7403
C 0.4152 -0.8326 -3.5117
C 0.9314 -0.3400 2.4364
C -2.5043 -0.3024 -2.8339
C -0.3511 2.8312 -0.0688
C -1.7841 -3.1472 0.2585
C -2.6211 3.2992 0.5746
H -2.4142 -3.9772 -0.0549
H 1.4404 -0.4962 -3.3357
H -2.6834 -0.3952 -3.9093
H -1.9742 -2.3733 -2.4042
H 0.6571 2.8506 -0.4485
H -0.8021 -3.1725 -0.2245
H -3.7155 -2.0044 -2.3943
H -3.5843 3.7297 0.7550
H 2.8538 0.2597 2.7347
H -3.1804 0.4553 -2.4241
H -2.7383 1.2750 1.3864
H 0.1839 -0.8483 -4.5752
H 0.2824 -1.8101 -3.0478
H -1.6525 -3.1631 1.3374
*
```

Results
LUMO energy = -1.4 eV
Electronic energy = -6227.7627 Eh

(4)
The following is a quantum chemistry calculation of a structure of composition C31H50O3P2SY in a non-equilibrium geometry, from the Open Molecules 2025 dataset.

```
! RIJCOSX wB97M-V def2-TZVPD def2/J DEFGRID3
* xyz 1 1
Y 0.8158 -1.0830 1.5041
S -2.2454 -1.6082 3.3382
P 0.3170 7.0570 0.2949
P 2.9282 8.0283 -0.8207
O -2.1540 -0.7964 4.5219
O -0.8690 -1.6579 2.6410
O -3.2828 -1.3246 2.3686
C -2.4449 -3.3226 3.8107
C 0.4449 8.9168 0.0893
C -1.6254 3.1278 1.0161
C -2.1947 1.7480 1.1179
C 4.5412 8.8887 -0.5928
C 1.9386 -1.9979 -0.4483
C 2.6357 8.6364 -2.5546
C -3.5536 -5.0287 5.1084
C 1.9026 9.3596 -0.0083
C 1.0017 -2.8995 0.1591
C -0.7747 2.2688 -1.8480
C -1.0602 -1.3619 -2.5406
C -0.0648 -1.7350 -1.5158
C -3.3145 -3.6734 4.8560
C 3.1880 -1.5915 0.2269
C -2.2613 2.4286 -1.8781
C -0.1812 3.2141 0.4447
C 0.0938 2.6262 -0.8960
C -2.8052 0.9930 0.1979
C 1.2724 -1.2980 -1.4938
C -0.2536 7.0992 2.0377
C -2.9813 -6.0318 4.3236
C -1.5555 -3.3657 -0.2548
C 1.2966 -3.6323 1.4232
C -2.1262 -5.6588 3.2807
C -1.2595 6.8615 -0.6120
C 1.8959 -0.3425 -2.4326
C -0.2687 -2.6738 -0.4805
C -1.8633 -4.3141 3.0347
C -3.3008 -7.4650 4.5926
C -3.0707 1.2766 -1.2437
H -0.1069 9.2020 -0.8191
H -1.5574 3.4894 2.0633
H -2.5320 2.4207 -2.9476
H -2.5946 3.3926 -1.4765
H -4.1489 1.4867 -1.3448
H 4.8111 8.8485 0.4690
H -0.9476 -1.9818 -3.4447
H 2.3316 9.5119 0.9927
H 4.4733 9.9378 -0.9195
H 5.3138 8.3628 -1.1680
H -2.2426 -2.7644 0.3563
H 2.4337 -0.8345 -3.2513
H 2.7509 9.7338 -2.5897
H -1.6173 5.8322 -0.5227
H -1.6654 -6.4296 2.6584
H -3.2151 0.0282 0.5308
H 3.6301 -0.7270 -0.2821
H -0.0450 9.4021 0.9466
H -1.4111 -4.3273 0.2433
H 2.0056 10.2940 -0.5823
H -2.8921 0.3484 -1.8125
H -0.5829 6.1026 2.3430
H 1.6277 8.3541 -2.8884
H 0.5644 -4.4386 1.5457
H -2.0849 -1.5062 -2.1823
H -1.0729 7.8176 2.1476
H -3.0258 -7.7380 5.6159
H 0.4908 2.7521 1.1860
H 2.3229 -4.0074 1.3619
H -2.0111 7.5561 -0.2263
H -2.0629 -3.5632 -1.2107
H -4.3710 -7.6678 4.4801
H -3.7797 -2.8781 5.4413
H 3.3683 8.1590 -3.2221
H -0.3652 1.8679 -2.7848
H 1.2172 -3.0447 2.4071
H 0.1211 4.2803 0.4151
H 0.5841 7.3991 2.6769
H -1.2037 -4.0444 2.2119
H -4.2046 -5.2869 5.9430
H 3.8938 -2.4301 0.2189
H -2.7571 -8.1106 3.9067
H -1.0803 7.0713 -1.6711
H 3.0845 -1.3244 1.3296
H 2.6208 0.2934 -1.9259
H -0.9541 -0.3155 -2.8581
H -2.0865 1.3084 2.1221
H 1.1479 0.3106 -2.8871
H -2.2879 3.8254 0.4769
H 1.1635 2.5574 -1.1126
*
```

Results
LUMO energy = -4.4 eV
Electronic energy = -2555.9061 Eh

(5)
The following is a quantum chemistry calculation of a structure of composition C19H54Ba2O17 in a non-equilibrium geometry, from the Open Molecules 2025 dataset.

```
! RIJCOSX wB97M-V def2-TZVPD def2/J DEFGRID3
* xyz 2 1
Ba 4.9889 -0.4504 2.2561
Ba -3.4591 0.9731 -1.7333
O 4.9670 2.0237 1.0633
O -1.1051 4.6904 0.7405
O -2.0183 0.4681 0.4608
O 2.1769 -0.0415 2.3656
O -2.9113 0.3931 3.1754
O 0.8925 1.8600 4.2882
O 0.6235 3.8628 -2.0859
O -5.0938 2.3030 -0.0351
O -0.9934 -0.1842 -2.0082
O 4.8649 -3.1637 2.3342
O -3.8174 -1.2271 -3.3873
O -2.3539 -2.1809 4.0269
O -4.7849 -0.9803 -0.2946
O 4.8365 -0.1319 -4.9999
O 3.1222 -1.0189 -0.0405
O 0.2075 -0.7313 -4.4998
O 2.9135 -3.4769 -2.0506
C -4.4147 3.0616 1.0049
C -0.4963 3.7702 1.6447
C 0.6015 0.9428 5.3443
C -0.7837 0.1665 0.3782
C 1.1139 -0.5418 -1.0829
C 1.9453 -0.6155 0.0482
C 3.7540 2.7999 1.2475
C 1.8020 -3.5706 -2.9240
C -0.2163 -0.2104 -1.0023
C 1.4246 2.6833 -2.1425
C -4.1212 -2.0050 0.4815
C -0.5137 0.2069 -5.2624
C 0.0532 0.1956 1.4798
C -2.7557 1.5581 3.9752
C 4.8631 -3.9513 1.1132
C 1.3932 -0.1699 1.3928
C -3.3501 -2.5097 -2.9018
C 3.6945 -0.5245 -4.2648
C -1.4563 -2.9259 3.2370
H 1.6524 -2.6503 -3.4986
H -0.5205 -2.3745 3.0485
H -1.1533 2.9414 1.9195
H 1.1050 1.3270 3.5137
H -0.0839 0.1506 5.0255
H 0.8800 -3.7759 -2.3690
H 2.8640 -2.6663 -1.5352
H 3.0328 2.2191 1.8150
H -2.5933 -1.3738 3.5505
H 2.8649 -0.7913 -4.9241
H 2.4125 2.9859 -2.4835
H -3.0848 1.3152 4.9826
H -4.8098 -2.4380 1.2094
H -4.3869 -1.4056 -4.1426
H 3.8710 3.7842 1.6999
H -0.1438 -0.6806 -3.5974
H 3.3792 0.2968 -3.6203
H -2.6224 -2.3135 -2.1207
H -3.7839 -2.8313 -0.1417
H -3.4211 2.6546 1.1850
H -5.7132 -1.2123 -0.3899
H -1.7051 1.8625 4.0282
H -4.1806 -3.0837 -2.4891
H -1.5956 0.0284 -5.1691
H -3.3564 2.4028 3.6277
H -4.2490 4.0929 0.6831
H 1.5179 -0.8156 -2.0488
H -0.2599 4.3328 2.5445
H 5.4833 2.3805 0.3336
H 3.8875 -1.3933 -3.6204
H -2.8926 -3.0811 -3.7066
H 1.0286 1.9481 -2.8477
H -3.3166 -1.5381 1.0361
H 1.5141 0.4891 5.7416
H 1.5029 2.2203 -1.1541
H 5.0992 -3.7272 3.0797
H 2.0143 -4.3684 -3.6291
H 0.4469 3.3934 1.2330
H 4.1209 -4.7431 1.1641
H -1.8601 -3.1344 2.2312
H 5.8425 -4.4035 0.9565
H 3.3885 2.9844 0.2349
H 4.9500 -0.7484 -5.7279
H 0.1164 1.5018 6.1409
H -2.6096 0.5641 2.2736
H -5.9041 2.7989 -0.1978
H -0.2660 0.0687 -6.3136
H -1.4345 4.2003 -0.0158
H -0.4026 0.4737 2.4215
H -5.0201 3.0612 1.9068
H -0.3002 1.2555 -5.0162
H -1.2412 -3.8712 3.7240
H 4.6414 -3.2807 0.2874
H -0.2983 3.6204 -2.1811
*
```

Results
LUMO energy = -5.8 eV
Electronic energy = -2085.9150 Eh

(6)
The following is a quantum chemistry calculation of a cluster of 2 separate species, C11H16N4 in total in a non-equilibrium geometry, from the Open Molecules 2025 dataset.

```
! RIJCOSX wB97M-V def2-TZVPD def2/J DEFGRID3
* xyz 0 1
N 2.8261 0.1607 0.1593
N 0.1139 0.5106 -0.1868
N 4.0114 -1.6508 -0.0002
N 1.9237 3.2112 1.0859
C 1.5961 1.5280 -1.9791
C 1.4961 2.3970 0.3866
C -2.3046 -0.8147 0.7060
C 1.0574 1.4047 -0.5478
C -0.7555 -0.1620 -1.1298
C 3.0793 -0.8923 -0.6128
C -0.0678 0.1558 1.1701
C 4.3140 -1.0889 1.1825
C 3.5968 0.1045 1.2729
C -2.2115 -0.3078 -0.7204
C -1.4928 0.0239 1.7138
H 2.6194 1.7251 -1.8376
H -3.3993 -0.8057 0.9122
H 1.4048 0.5920 -2.6346
H 0.4390 -0.8303 1.3475
H -2.9080 -1.0645 -1.2461
H 3.5772 0.7865 2.1179
H 4.9438 -1.5498 1.8349
H -2.0465 -1.9181 0.7241
H -0.1866 -1.1264 -1.3736
H -1.4566 -0.3523 2.6796
H 1.2163 2.3504 -2.6077
H 2.5622 -0.9523 -1.5170
H -2.0244 0.9875 1.7912
H -2.6636 0.6571 -0.7965
H 0.4974 0.7558 1.8416
H -0.7605 0.5523 -2.0281
*
```

Results
LUMO energy = -0.9 eV
Electronic energy = -647.6428 Eh

(7)
The following is a quantum chemistry calculation of an isolated molecule of C18H22N2O2, from the Open Molecules 2025 dataset.

```
! RIJCOSX wB97M-V def2-TZVPD def2/J DEFGRID3
* xyz 0 1
O 5.5754 0.6964 0.3395
O -2.1610 -1.3808 -0.1477
N -3.1885 0.6538 -0.3111
N 0.2442 -0.4193 -0.7539
C -5.0095 -0.9326 0.1311
C 6.9809 -0.9009 -0.8392
C 1.5604 -0.1470 -0.4392
C 3.7812 -0.9659 0.0771
C 3.4065 1.3821 -0.1846
C 2.4414 -1.1940 -0.1746
C -5.4502 1.4132 -0.1195
C 6.5763 -0.2938 0.5055
C -8.7377 -0.3369 0.5278
C -4.5431 0.3561 -0.0973
C 4.2828 0.3310 0.0795
C -6.3610 -1.1482 0.3321
C 7.7600 0.4050 1.1685
C -2.1217 -0.1838 -0.3262
C -6.7953 1.1828 0.0828
C -7.2736 -0.1031 0.3122
C -0.8028 0.5486 -0.5857
C 2.0718 1.1524 -0.4425
H 3.7998 2.3867 -0.1832
H -8.9401 -1.3878 0.7164
H -6.7086 -2.1557 0.5082
H -0.0717 -1.3578 -0.5329
H 8.5676 -0.3025 1.3341
H 6.2102 -1.0850 1.1771
H -9.3045 -0.0260 -0.3492
H 2.0662 -2.2075 -0.1693
H 6.1201 -1.3390 -1.3387
H 4.4166 -1.8143 0.2785
H -0.6106 1.2174 0.2690
H 8.1139 1.2101 0.5302
H -3.0012 1.6343 -0.4725
H -9.0949 0.2446 1.3768
H -7.4868 2.0128 0.0628
H -0.9049 1.1677 -1.4885
H -4.3172 -1.7569 0.1503
H 7.7327 -1.6714 -0.6899
H 1.4272 1.9908 -0.6580
H 7.3905 -0.1244 -1.4810
H 7.4556 0.8289 2.1217
H -5.0961 2.4199 -0.2966
*
```

Results
LUMO energy = 0.6 eV
Electronic energy = -959.1176 Eh

(8)
The following is a quantum chemistry calculation of a cluster of 3 separate species, C15H23BN4O4P in total in a non-equilibrium geometry, from the Open Molecules 2025 dataset.

```
! RIJCOSX wB97M-V def2-TZVPD def2/J DEFGRID3
* xyz -1 1
P 1.2702 0.9661 -1.5535
O 3.9871 -1.8165 -2.6420
O 0.9241 0.8156 -3.2508
O 0.7588 2.7583 -1.6018
O 2.8535 1.4099 -2.0111
N -0.6549 -1.4819 0.5530
N 5.3810 -0.0402 -1.6597
N 2.1322 4.5410 -2.5142
N -4.7720 1.1103 3.2292
C 1.9969 0.1331 -3.8430
C -7.0968 1.0812 3.8104
C -0.7345 -0.9999 1.7902
C -7.2952 -0.0566 3.0445
C -4.9764 0.0177 2.4956
C 1.5057 3.6791 -2.0499
C 5.9176 1.2812 -2.0051
C 5.0769 -0.1354 -0.2199
C -2.3608 -3.0642 1.1147
C -2.4316 -2.5566 2.4022
C 3.2862 0.6342 -3.1319
C -5.8209 1.6227 3.8681
C -6.2132 -0.6002 2.3720
C -1.6028 -1.5015 2.7514
C -1.4556 -2.4917 0.2308
B 4.2476 -0.4475 -2.4769
H 3.4956 -2.1778 -1.8958
H -5.6281 2.5142 4.4554
H 2.0366 0.4370 -4.8954
H 1.8680 -0.9548 -3.8056
H -0.0716 -0.1713 2.0146
H -6.3187 -1.4857 1.7596
H -8.2759 -0.5097 2.9718
H 6.8576 1.4342 -1.4659
H 1.6312 1.0881 -0.1704
H 1.5730 -0.4579 -1.4849
H 5.2219 2.0955 -1.7724
H 5.7171 -0.8690 0.2819
H -7.9113 1.5426 4.3526
H -1.3662 -2.8578 -0.7867
H 6.1427 1.3135 -3.0730
H -2.9910 -3.8851 0.7982
H -1.6301 -1.0734 3.7444
H -4.1065 -0.3788 1.9858
H 5.2392 0.8376 0.2510
H -3.1250 -2.9739 3.1228
H 3.7806 1.3318 -3.8204
H -0.0865 0.7164 -1.2384
H 4.0245 -0.3737 -0.0313
*
```

Results
LUMO energy = 2.2 eV
Electronic energy = -1471.6198 Eh